The following is a quantum chemistry calculation of C25H31F5FeN4O4Te as an isolated structure, from OMol25.

Cartesian coordinates (Å):
C: -2.654 -1.245 -0.772
C: 1.638 1.982 -1.059
C: -2.761 0.257 1.225
H: -0.271 -2.603 -3.789
H: -0.637 4.697 1.963
H: -4.573 -2.534 0.546
H: -4.435 -0.275 4.159
N: -1.552 -0.784 -1.198
C: 1.915 3.357 -0.773
H: 1.376 -2.697 -1.355
C: 1.203 -2.130 -2.269
C: -2.522 4.046 1.076
C: -5.751 -2.354 2.981
F: 2.551 2.532 3.055
H: 6.298 3.310 -1.001
C: 3.929 1.819 -1.842
H: -3.273 4.799 0.826
H: 2.250 -2.046 1.285
H: -1.202 2.868 3.671
H: 1.294 5.178 0.193
H: 3.441 -0.689 -2.404
Te: 1.277 1.134 3.250
O: -0.238 -0.123 2.418
C: 0.956 4.207 -0.160
N: -0.283 3.918 0.069
H: -0.666 -0.252 -2.974
H: 0.999 -3.333 1.211
F: 2.819 -0.022 3.728
H: 1.909 -2.502 -3.026
H: -6.622 -2.419 2.328
H: -1.757 0.865 4.131
F: -0.039 2.752 4.292
C: -2.948 3.518 2.446
H: 0.909 -2.070 2.446
H: -1.196 5.701 0.618
N: -2.095 2.570 3.170
C: -3.216 -0.898 0.539
H: 5.978 3.461 -2.726
H: -3.927 3.048 2.344
C: -3.211 0.453 2.554
C: 5.597 3.712 -1.735
C: -1.173 -1.128 -2.569
C: 3.198 3.903 -0.998
F: 1.964 0.554 1.432
H: 5.601 4.798 -1.639
H: 4.720 1.209 -2.271
H: 3.368 4.941 -0.732
O: 0.409 -1.526 0.518
H: -2.612 3.255 0.339
C: -4.201 -1.684 1.109
H: -0.688 -3.198 -2.197
C: 1.185 -2.270 1.407
C: -4.142 -0.417 3.125
O: -1.887 1.066 0.691
O: 0.466 1.472 -0.826
C: 4.218 3.158 -1.524
C: -0.257 -2.346 -2.727
C: -1.131 4.677 0.988
C: 2.535 -0.185 -2.032
Fe: -0.058 0.242 0.672
H: -2.084 -1.298 -3.156
N: 1.416 -0.749 -1.946
C: -2.354 1.328 3.353
H: -3.057 4.359 3.136
H: -0.563 2.973 -0.202
H: -3.259 -1.929 -1.383
H: -5.373 -3.368 3.123
F: 0.354 2.214 1.821
H: -6.088 -1.986 3.949
C: 2.706 1.223 -1.639
C: -4.699 -1.455 2.396

## Properties
HOMO (spin up / spin down) = -8.0 / -8.2 eV
energy relative to the best compared isomer or geometry (same formula, charge and spin) = 0.00 kcal/mol
expectation value of S² = 6.415
electronic energy = -95845.3767 eV
multiplicity = 5
gap between HOMO and LUMO (spin up / spin down) = 5.718 / 7.485 eV

In elementary charge units, the Löwdin charges are:
1 C -0.090
2 C -0.257
3 C -0.307
4 H 0.103
5 H 0.129
6 H 0.124
7 H 0.123
8 N 0.044
9 C -0.107
10 H 0.101
11 C -0.208
12 C -0.140
13 C -0.056
14 F -0.469
15 H 0.085
16 C 0.026
17 H 0.117
18 H 0.088
19 H 0.013
20 H 0.152
21 H 0.128
22 Te 2.045
23 O -0.573
24 C 0.007
25 N 0.066
26 H 0.107
27 H 0.089
28 F -0.555
29 H 0.114
30 H 0.079
31 H 0.137
32 F -0.517
33 C -0.123
34 H 0.069
35 H 0.126
36 N 0.090
37 C -0.110
38 H 0.079
39 H 0.128
40 C -0.121
41 C -0.052
42 C -0.214
43 C 0.011
44 F -0.429
45 H 0.075
46 H 0.124
47 H 0.121
48 O -0.313
49 H 0.101
50 C 0.015
51 H 0.107
52 C -0.176
53 C 0.015
54 O -0.161
55 O -0.144
56 C -0.264
57 C -0.152
58 C -0.131
59 C -0.091
60 Fe 1.004
61 H 0.108
62 N 0.029
63 C -0.017
64 H 0.132
65 H 0.114
66 H 0.132
67 H 0.082
68 F -0.461
69 H 0.073
70 C -0.107
71 C -0.268